[1]
Entry from the Open Molecules 2025 dataset: an isolated ion of composition C12H7BrN4OPS and charge +1 at a distorted geometry (ωB97M-V/def2-TZVPD).

Geometry (Å):
C1 -2.60892 -2.88826 -3.31779
C2 -1.56728 -2.19323 -2.87148
C3 -0.48623 -1.61242 -1.86816
C4 1.02224 -2.04887 -1.84428
C5 1.87771 -1.35196 -0.77128
P1 3.74162 -1.88433 -0.73585
O1 4.21500 -1.90365 0.92609
Br1 5.01088 -0.36603 -1.86960
N1 1.54662 -0.40981 0.23192
N2 0.25391 -0.10126 0.12910
C6 -0.18324 0.92208 1.16476
C7 -1.26473 0.64188 2.28328
C8 -1.63455 1.85348 3.24827
C9 -0.83997 3.19621 3.01957
N3 0.19356 3.46578 2.03953
C10 0.47283 2.35890 1.15133
C11 -0.74640 -0.54123 -0.76595
N4 -2.13012 0.02410 -0.67323
C12 -2.20619 0.85459 -1.72820
S1 -2.60365 1.32115 -3.29728
H1 -3.50279 -3.54355 -3.66753
H2 1.48314 -2.80419 -2.57125
H3 4.01887 -0.98649 1.25976
H4 -1.79667 -0.38698 2.37402
H5 -2.43812 1.76852 4.08569
H6 -1.12230 4.07994 3.72553
H7 1.29479 2.53561 0.34302

* charge: +1

[2]
Entry from the Open Molecules 2025 dataset: a single C4H8N2 molecule at a distorted geometry (ωB97M-V/def2-TZVPD).

Geometry (Å):
C1 -2.80314 -0.30640 -0.01016
N1 -1.67575 0.26694 -0.02035
N2 -0.61929 -0.65730 -0.00819
C2 0.54353 -0.10937 -0.02051
C3 1.72960 -1.03339 -0.00823
C4 0.79178 1.39266 -0.00726
H1 -3.68650 0.31568 0.00737
H2 -2.91178 -1.40177 0.04306
H3 2.37063 -0.81742 -0.87653
H4 2.32036 -0.88787 0.91310
H5 1.38104 -2.06574 -0.05668
H6 1.86952 1.59829 -0.25113
H7 0.11210 1.91575 -0.72854
H8 0.57790 1.78994 1.02408

* charge: 0
* structure (SMILES): C=NN=C(C)C
* relative energy (zero: lowest compared OMol25 entry of this formula, charge and spin): 1.477 eV

[3]
Entry from the Open Molecules 2025 dataset: a 2-piece molecular cluster, C4H8S2 overall at a distorted geometry (ωB97M-V/def2-TZVPD).

Geometry (Å):
C1 -2.60655 0.38872 -0.09332
C2 -1.96732 -0.72755 -0.07585
C3 0.87706 0.42248 -0.27596
C4 0.86367 -0.81179 0.49233
S1 2.61924 1.14517 -0.08171
S2 1.47386 -2.27686 -0.12765
H1 -3.61819 0.40272 -0.44602
H2 -2.21756 1.51187 -0.01663
H3 -0.84195 -0.81952 0.22303
H4 0.13744 1.24197 0.16617
H5 0.88450 0.40284 -1.30193
H6 0.91350 -0.69171 1.64530
H7 2.61347 1.87115 1.11582
H8 0.86881 -2.05951 -1.22358

* charge: 0
* relative energy (zero: lowest compared OMol25 entry of this formula, charge and spin): 6.459 eV

[4]
Entry from the Open Molecules 2025 dataset: a 13-piece molecular cluster, C27H80N8O13 overall at a distorted geometry (ωB97M-V/def2-TZVPD).

Geometry (Å):
C1 6.98718 2.21351 -35.02295
O1 7.63506 2.04893 -33.75730
H1 6.11078 2.77642 -34.87977
H2 6.74868 1.20133 -35.39233
H3 7.63949 2.60210 -35.78860
H4 7.11169 1.43914 -33.21409
C2 10.47198 -0.29879 -30.85176
O2 9.74779 -0.55604 -32.01223
H5 10.17248 -0.98841 -30.02172
H6 10.13299 0.73206 -30.48130
H7 11.54126 -0.33218 -31.04780
H8 10.18946 -0.11494 -32.75357
C3 12.80081 6.49770 -28.73949
O3 11.67412 7.29653 -28.69642
N1 13.17952 5.79257 -29.75189
N2 13.57186 6.33709 -27.70580
H9 12.66229 5.97889 -30.63051
H10 13.33855 4.78613 -29.63604
H11 13.18208 6.78676 -26.88818
H12 14.61694 6.55192 -27.95729
C4 14.53075 3.04436 -28.23942
O4 13.75674 3.31844 -29.35125
N3 14.96992 1.90853 -27.88254
N4 14.86841 3.99297 -27.44126
H13 14.88298 1.14958 -28.59181
H14 15.61442 1.73432 -27.12266
H15 14.35038 4.89450 -27.57172
H16 15.04246 3.83508 -26.42930
C5 8.43903 5.90494 -28.99441
O5 8.49050 6.69959 -27.77310
N5 7.79226 6.19735 -30.10003
N6 9.01966 4.78864 -29.11043
H17 7.14718 7.04037 -30.08283
H18 8.01942 5.74989 -30.96592
H19 9.60746 4.31626 -28.41528
H20 9.02196 4.29272 -30.02503
C6 5.16158 3.81635 -30.89492
O6 4.08135 2.97842 -30.67433
N7 5.62499 4.65946 -29.97043
N8 5.68724 4.07519 -32.04783
H21 5.22621 4.60569 -29.02173
H22 6.51102 5.21867 -29.89825
H23 5.52653 3.54126 -32.88665
H24 6.41688 4.80655 -32.22186
C7 11.77404 8.93992 -32.81306
C8 11.86550 7.74393 -31.93923
C9 10.53367 7.30515 -31.40276
O7 12.25329 6.70214 -32.45005
H25 12.78531 8.91961 -33.24037
H26 11.58366 9.81437 -32.22506
H27 11.06326 8.76470 -33.62495
H28 12.52656 7.99587 -31.09030
H29 9.84422 6.93125 -32.16636
H30 10.00920 8.00840 -30.70742
H31 10.64762 6.43681 -30.72015
H32 12.99771 6.96317 -32.95728
C10 10.78246 1.47617 -25.81190
C11 11.17254 2.08556 -27.14450
C12 11.86426 1.02942 -28.09398
O8 10.26388 2.72874 -27.70149
H33 10.18711 2.19646 -25.32636
H34 11.68529 1.28225 -25.21648
H35 10.15669 0.57768 -25.97039
H36 11.95535 2.86144 -26.90019
H37 11.09143 0.47327 -28.54110
H38 12.69503 0.38373 -27.74496
H39 12.20055 1.50939 -28.94377
H40 9.53380 2.09485 -27.95320
C13 10.77557 0.83165 -35.33844
C14 11.91734 0.04520 -34.74629
C15 12.75200 0.91535 -33.79302
O9 11.57948 -0.94402 -34.05046
H41 9.97319 0.93682 -34.61899
H42 10.31134 0.22126 -36.12753
H43 11.08133 1.76287 -35.77589
H44 12.58107 -0.26599 -35.60179
H45 13.65156 0.39692 -33.57848
H46 12.17400 1.01819 -32.88415
H47 12.99862 1.88731 -34.26948
H48 11.38264 -1.66599 -34.65457
C16 10.37353 4.04980 -33.47423
C17 9.94376 3.28377 -32.21278
C18 11.09477 3.31364 -31.18107
O10 8.89067 3.64016 -31.68533
H49 11.41307 4.00881 -33.54236
H50 9.99137 5.07008 -33.60810
H51 9.97578 3.53577 -34.30553
H52 9.83663 2.25494 -32.47430
H53 10.94084 2.67438 -30.32168
H54 11.33578 4.27527 -30.81123
H55 12.02917 2.85874 -31.60040
H56 8.14635 3.22524 -32.13750
C19 6.73053 2.27104 -27.59368
C20 7.37548 1.11913 -28.39268
C21 7.81024 1.54089 -29.79208
O11 8.30903 0.50909 -27.81636
H57 7.00327 3.23975 -28.07094
H58 6.91250 2.28033 -26.53310
H59 5.66016 2.29812 -27.80757
H60 6.58984 0.36734 -28.55354
H61 7.11289 2.23652 -30.19121
H62 7.98228 0.66592 -30.44902
H63 8.76368 2.16889 -29.74606
H64 8.40380 -0.26865 -28.35138
C22 7.41163 5.38653 -34.75405
C23 7.42983 6.62023 -33.93789
C24 6.57508 7.64197 -34.68624
O12 6.93395 6.49944 -32.82443
H65 7.69962 4.53964 -34.12786
H66 8.09326 5.64775 -35.56350
H67 6.45856 5.26886 -35.25424
H68 8.40626 7.06097 -33.90079
H69 7.00733 7.84587 -35.66761
H70 6.58785 8.60969 -34.17932
H71 5.55878 7.32563 -34.79214
H72 6.88380 7.37580 -32.36703
C25 16.19713 2.81267 -33.38457
C26 15.23599 3.30590 -32.35537
C27 14.23764 4.34683 -32.87994
O13 14.63099 2.43044 -31.71033
H73 16.50894 3.65676 -34.01724
H74 15.85870 1.93925 -33.97958
H75 17.08032 2.41818 -32.92752
H76 15.92705 3.85663 -31.72150
H77 13.95085 3.96189 -33.87819
H78 14.75284 5.31666 -33.11807
H79 13.34051 4.35738 -32.21912
H80 14.23223 2.96804 -31.02460

* charge: 0
* relative energy (zero: lowest compared OMol25 entry of this formula, charge and spin): 7.533 eV

[5]
Entry from the Open Molecules 2025 dataset: a 2-piece molecular cluster, C5H12O overall (ωB97M-V/def2-TZVPD).

Geometry (Å):
C1 0.18441 2.10160 0.06004
O1 -0.73516 1.14197 -0.04239
C2 -0.68148 -0.04666 0.44727
C3 1.22923 -0.33350 -1.46884
C4 0.28500 -0.38895 1.52163
C5 -1.70143 -1.02164 -0.02367
H1 1.11187 0.61575 -0.90781
H2 0.81692 2.13440 0.93652
H3 -0.07318 2.99016 -0.49271
H4 2.12990 -0.18723 -2.06195
H5 1.35313 -1.21935 -0.83653
H6 0.37085 -0.48697 -2.13156
H7 1.28092 0.03998 1.35000
H8 -0.07654 -0.00924 2.48827
H9 0.39124 -1.47623 1.59987
H10 -2.31643 -1.38118 0.81072
H11 -2.35077 -0.56942 -0.77652
H12 -1.21849 -1.90350 -0.47234

* charge: 0
* relative energy (zero: lowest compared OMol25 entry of this formula, charge and spin): 3.748 eV

[6]
Entry from the Open Molecules 2025 dataset: C45H63N6OTc as an isolated structure at a distorted geometry (ωB97M-V/def2-TZVPD).

Geometry (Å):
Tc1 0.04440 0.66329 -0.16907
C1 -2.33760 1.55609 2.32933
C2 -1.18510 2.38429 2.89183
C3 -0.67030 3.38519 1.85063
C4 0.00960 1.63749 3.45323
C5 0.55790 2.17969 4.60873
C6 1.69530 1.65279 5.18323
C7 2.28700 0.54929 4.60253
C8 1.77520 -0.05261 3.45693
C9 2.51940 -1.29541 3.00053
C10 1.81890 -2.58381 3.45183
C11 2.86880 -1.32361 1.51403
C12 0.62920 0.51809 2.86163
N1 0.06360 -0.06401 1.69053
C13 -0.74580 -1.10271 1.83763
C14 -1.12880 -1.77301 0.61603
N2 -0.64650 -1.25191 -0.50437
C15 -0.74750 -2.05521 -1.67027
C16 -1.59850 -1.67261 -2.72267
C17 -1.74100 -2.50691 -3.82307
C18 -1.03870 -3.69601 -3.90337
C19 -0.18190 -4.05691 -2.87797
C20 -0.02680 -3.26951 -1.74487
C21 0.98260 -3.68241 -0.69737
C22 2.38180 -3.40761 -1.26107
C23 0.85900 -5.14441 -0.26317
C24 -2.34450 -0.36461 -2.66197
C25 -3.84380 -0.53571 -2.88967
C26 -1.73200 0.61649 -3.66857
C27 -2.01120 -2.86791 0.95153
C28 -2.73990 -3.81901 0.26243
C29 -3.57350 -4.68221 0.99093
C30 -3.70850 -4.61681 2.36213
C31 -2.99470 -3.64391 3.09963
C32 -3.04840 -3.41011 4.49443
C33 -2.30070 -2.39691 5.06263
C34 -1.46210 -1.55841 4.31503
C35 -1.38760 -1.75651 2.94813
C36 -2.15630 -2.80191 2.36543
H1 -3.21140 2.19429 2.23083
H2 -2.59910 0.74149 2.99823
H3 -2.10670 1.14909 1.33983
H4 -1.60610 2.96359 3.71943
H5 -0.12640 2.85289 1.05333
H6 0.01180 4.09849 2.30733
H7 -1.50230 3.93059 1.41783
H8 0.07320 3.02309 5.07303
H9 2.11250 2.09609 6.07253
H10 3.16500 0.12759 5.06503
H11 3.47510 -1.26951 3.53493
H12 0.93580 -2.80191 2.85773
H13 1.52850 -2.50911 4.49713
H14 2.50820 -3.42031 3.36273
H15 1.98240 -1.25821 0.88433
H16 3.38960 -2.25151 1.29463
H17 3.53890 -0.49641 1.29303
H18 -2.41360 -2.23591 -4.62077
H19 -1.15390 -4.33651 -4.76417
H20 0.37090 -4.98011 -2.95387
H21 0.84720 -3.07211 0.19973
H22 2.55610 -4.00621 -2.15047
H23 3.13930 -3.66321 -0.52637
H24 2.47830 -2.35421 -1.52987
H25 1.13900 -5.82691 -1.05947
H26 -0.15350 -5.37971 0.05603
H27 1.52560 -5.32681 0.57643
H28 -2.19960 0.04299 -1.64727
H29 -4.05680 -0.83371 -3.91057
H30 -4.35770 0.40129 -2.69297
H31 -4.24890 -1.29471 -2.22597
H32 -1.74550 0.20329 -4.67317
H33 -0.69700 0.83279 -3.39587
H34 -2.28810 1.55019 -3.68967
H35 -2.68230 -3.90571 -0.81187
H36 -4.13500 -5.42581 0.44633
H37 -4.36280 -5.30391 2.87803
H38 -3.68320 -4.02861 5.11193
H39 -2.36530 -2.23811 6.12693
H40 -0.90200 -0.77731 4.80693
N3 5.10820 1.69669 -2.50577
C37 4.21480 0.69829 -3.15787
C38 2.77580 0.87149 -2.64867
N4 2.67220 0.78489 -1.19977
C39 3.58430 1.73259 -0.57497
C40 5.04150 1.55809 -1.02647
H41 4.81630 2.64859 -2.77217
H42 6.07630 1.58029 -2.83617
H43 4.58840 -0.29931 -2.91297
H44 4.24630 0.82399 -4.24077
H45 2.14850 0.10379 -3.10477
H46 2.39240 1.84849 -2.95147
H47 2.89090 -0.15971 -0.88847
H48 3.53040 1.63199 0.51013
H49 3.25740 2.74399 -0.83167
H50 5.42310 0.56929 -0.75787
H51 5.66950 2.31209 -0.55027
C41 1.35920 4.53789 -2.05337
N5 -0.07530 4.55379 -2.21957
C42 -0.55850 5.50559 -3.20347
C43 -0.84350 3.59929 -1.64357
O1 -0.31050 2.47819 -1.36487
N6 -2.12180 3.88169 -1.34697
C44 -3.10000 2.83709 -1.15017
C45 -2.67880 5.21729 -1.22217
H52 1.70890 5.56159 -1.90167
H53 1.86670 4.12739 -2.93407
H54 1.60530 3.95039 -1.17107
H55 0.08790 5.45959 -4.08117
H56 -0.53670 6.52479 -2.81647
H57 -1.56470 5.25849 -3.52277
H58 -2.61650 1.86569 -1.13387
H59 -3.82640 2.86689 -1.96437
H60 -3.63430 2.98819 -0.21247
H61 -1.89850 5.95579 -1.08117
H62 -3.32360 5.23689 -0.34117
H63 -3.29660 5.48659 -2.08127

* charge: +3
* 2S+1: 4

[7]
Entry from the Open Molecules 2025 dataset: C54H60N9O4STl as an isolated structure at a distorted geometry (ωB97M-V/def2-TZVPD).

Geometry (Å):
Tl1 0.80070 -0.10600 -0.04330
C1 1.37830 2.27930 -2.40710
C2 1.33270 1.83410 -3.86040
C3 0.00700 2.24090 -4.52020
C4 1.53720 0.35270 -4.08210
C5 2.45590 0.00900 -5.06430
C6 2.59300 -1.28800 -5.51340
C7 1.73640 -2.25540 -5.02710
C8 0.81810 -1.97060 -4.02700
C9 -0.20570 -3.02020 -3.64930
C10 0.32290 -4.45650 -3.65900
C11 -1.37130 -2.91700 -4.64160
C12 0.76010 -0.66300 -3.48600
N1 -0.05270 -0.42610 -2.37030
C13 -1.37690 -0.34350 -2.44300
O1 -2.00620 -0.21580 -3.49560
C14 -2.16700 -0.39340 -1.15520
C15 -3.55330 -0.53230 -1.19940
C16 -4.25970 -0.51640 -0.00790
C17 -3.58250 -0.34730 1.18800
C18 -2.19740 -0.23290 1.14760
N2 -1.54490 -0.27810 0.00020
C19 -1.40920 -0.07850 2.42060
O2 -1.99960 0.09470 3.48640
N3 -0.08520 -0.13370 2.26480
C20 0.79910 -0.26460 3.33190
C21 0.75810 -1.48690 4.04540
C22 1.67420 -1.71410 5.05860
C23 2.67150 -0.79850 5.31870
C24 2.68980 0.40690 4.64460
C25 1.74140 0.73670 3.68540
C26 1.58080 2.20140 3.25410
C27 0.45830 2.71680 4.17790
C28 3.97050 2.74130 2.47980
C29 -0.33490 -2.51270 3.81210
C30 -1.30840 -2.44230 4.99500
C31 0.18080 -3.94530 3.64530
H1 1.44090 3.36540 -2.35320
H2 2.24270 1.86680 -1.88760
H3 0.47200 1.96840 -1.90180
H4 2.14440 2.35420 -4.38600
H5 -0.81660 1.63840 -4.14500
H6 0.06280 2.09390 -5.59780
H7 -0.20670 3.29000 -4.32230
H8 3.06550 0.78460 -5.50410
H9 3.32580 -1.52900 -6.26930
H10 1.78010 -3.24630 -5.45150
H11 -0.59050 -2.78770 -2.64990
H12 0.52990 -4.78810 -4.67310
H13 -0.43660 -5.11750 -3.24740
H14 1.23600 -4.55920 -3.07680
H15 -1.02700 -3.14190 -5.64780
H16 -1.78140 -1.91200 -4.64130
H17 -2.16310 -3.61160 -4.37100
H18 -4.04020 -0.63120 -2.15680
H19 -5.33550 -0.61850 -0.01520
H20 -4.08400 -0.30870 2.14270
H21 1.61060 -2.61030 5.65960
H22 3.41830 -1.00210 6.07110
H23 3.45420 1.11080 4.92750
H24 0.17890 1.65600 1.83960
H25 0.80810 2.70110 5.20990
H26 -0.41510 2.06910 4.10630
H27 0.16320 3.73350 3.92860
H28 4.86390 3.32320 2.70920
H29 3.65990 2.96090 1.46070
H30 4.21120 1.68440 2.54030
H31 -0.88780 -2.26120 2.90160
H32 -0.80430 -2.70760 5.92250
H33 -2.14960 -3.11770 4.84370
H34 -1.69030 -1.42820 5.08570
H35 0.83940 -4.23420 4.45970
H36 0.72190 -4.07240 2.70860
H37 -0.66690 -4.62980 3.63600
C32 -1.10690 4.46430 -0.51260
C33 -0.40140 3.32580 0.17900
O3 -0.68690 2.17940 -0.14480
C34 0.58230 3.58080 1.23780
C35 0.93540 4.83760 1.57700
C36 1.84740 5.28090 2.58820
C37 2.61490 4.55000 3.40710
C38 2.84170 3.07330 3.46350
C39 1.10890 2.26920 1.78610
O4 1.95780 1.68490 0.90630
H38 -1.75370 4.03690 -1.27550
H39 -0.39500 5.14360 -0.97400
H40 -1.71720 5.01980 0.19550
H41 0.45530 5.64570 1.03920
H42 1.88390 6.35830 2.70530
H43 3.22080 5.10370 4.11480
H44 3.21290 2.88200 4.47500
C40 -3.43100 -4.96600 -0.69350
C41 -2.63740 -4.85460 0.61070
C42 -1.31470 -4.25070 0.34130
N4 -1.01380 -3.02770 0.52960
N5 0.21370 -2.68440 0.14810
C43 0.89460 -3.66550 -0.36230
N6 2.17110 -3.55490 -0.76220
S1 0.01030 -5.18090 -0.37890
H45 -4.40450 -5.41090 -0.50930
H46 -2.90020 -5.59260 -1.40820
H47 -3.57880 -3.97950 -1.12820
H48 -2.50110 -5.84380 1.05170
H49 -3.16330 -4.21160 1.31750
H50 2.50750 -2.60650 -0.85520
H51 2.55260 -4.26090 -1.36620
C44 3.99250 -2.18570 2.76200
C45 3.01650 -1.97490 1.80290
N7 3.17630 -1.12180 0.79890
C46 4.28850 -0.41150 0.71520
C47 5.34690 -0.55780 1.61640
C48 5.17060 -1.47300 2.66050
C49 6.56410 0.24090 1.60290
C50 7.20710 0.85440 0.60380
C51 6.96810 0.83530 -0.83310
C52 6.45540 -0.24610 -1.55660
C53 6.37150 -0.09150 -2.93050
N8 6.74030 1.02200 -3.54510
C54 7.21990 1.98310 -2.77500
N9 7.36890 1.93900 -1.46930
H52 3.83460 -2.87430 3.57690
H53 2.07280 -2.49510 1.83030
H54 4.32390 0.31390 -0.08440
H55 5.96670 -1.63610 3.37290
H56 6.98900 0.36400 2.59290
H57 8.04540 1.49030 0.86230
H58 6.17500 -1.16450 -1.06900
H59 6.00320 -0.88160 -3.57290
H60 7.52870 2.90030 -3.26010

* charge: 0
* relative energy (zero: lowest compared OMol25 entry of this formula, charge and spin): 1.301 eV

| no. | E_tot (Eh) |
| --- | --- |
| 1 | -4068.62332 |
| 2 | -266.66772 |
| 3 | -953.34926 |
| 4 | -2492.51366 |
| 5 | -272.81092 |
| 6 | -2236.24842 |
| 7 | -3458.12394 |